17
Properties=species:S:1:pos:R:3:lowdin_charge:R:1 method="wB97M-V/def2-TZVPD" relative_energy_kcal_mol=97.1 total_energy_ha=-632.65472 lumo_ev=0.659
C -0.60 -1.38 0.15 0.0097
C -0.92 -2.52 0.26 -0.6849
C 1.46 0.59 0.63 -0.0815
C -0.92 1.46 0.64 -0.0842
C 0.16 0.77 -1.55 -0.0896
C 0.14 0.67 -0.06 -0.4213
S -1.46 -4.14 0.42 0.6944
H 1.34 0.48 1.71 0.0856
H 2.06 -0.24 0.26 0.0865
H 2.02 1.51 0.44 0.0959
H -1.03 1.15 1.68 0.0868
H -0.65 2.52 0.62 0.0953
H -1.89 1.35 0.15 0.0866
H -0.82 0.57 -1.97 0.0864
H 0.87 0.07 -1.98 0.0867
H 0.46 1.78 -1.84 0.0931
H -0.23 -4.66 0.44 -0.1454

***

17
Properties=species:S:1:pos:R:3:lowdin_charge:R:1 method="wB97M-V/def2-TZVPD" relative_energy_kcal_mol=62.7 total_energy_ha=-523.93203 lumo_ev="-0.135 / -0.135"
C -1.00 0.99 1.55 -0.2005
C -1.53 1.54 0.46 -0.2877
C 0.40 -2.30 -1.65 -0.1090
C 1.35 -1.73 -0.96 -0.3703
C 0.33 0.27 1.57 -0.3386
C -1.00 1.55 -0.85 -0.0868
Si 1.14 -0.05 -0.13 0.8337
H -1.57 1.00 2.53 0.1155
H -2.51 1.82 0.52 0.0609
H 0.76 -3.21 -2.10 0.0431
H -0.60 -1.75 -1.77 0.0801
H 2.41 -2.24 -0.85 0.0872
H 0.89 0.94 2.12 0.0266
H 0.18 -0.73 2.16 0.1043
H -1.71 1.38 -1.66 0.0398
H -0.10 2.29 -1.07 0.0592
H 2.55 0.24 0.13 -0.0576